Here is C44H38Cl2F2N7NaO2P2 as an isolated structure from the OMol25 dataset. Energies are from the ωB97M-V functional and the def2-TZVPD basis.

Results
Frontier orbital gap = 5.29 eV
E_tot = -114247.4732 eV
Total charge = -2
2S+1 = 1

```
98
Properties=species:S:1:pos:R:3:forces:R:3:lowdin_charge:R:1
Na 0.204 0.750 -0.508 -0.16 -0.01 -0.03 0.121
Cl 1.467 8.094 -0.940 -0.01 -0.02 0.00 0.578
C 1.407 6.376 -1.278 0.03 0.06 -0.03 -0.695
C 0.800 5.530 -0.377 -0.03 0.05 0.02 -0.065
C 0.720 4.147 -0.578 -0.09 -0.10 0.18 -0.207
N 0.200 3.352 0.460 -0.04 0.04 -0.35 0.114
C -0.939 3.748 0.993 -0.08 -0.20 0.41 -0.542
O -1.811 4.544 0.567 0.10 0.04 -0.03 -0.058
C -1.277 3.108 2.349 0.08 0.01 -0.09 -0.189
C -2.618 2.977 2.716 0.04 -0.02 -0.04 -0.027
C -2.937 2.406 3.932 -0.10 0.01 0.01 -0.086
C -1.912 2.007 4.778 0.08 0.01 -0.01 -0.096
C -0.611 2.215 4.350 -0.01 0.02 0.00 -0.170
N -0.292 2.749 3.174 0.01 0.01 0.01 0.104
C 1.279 3.601 -1.754 0.09 -0.22 -0.05 -0.198
C 1.895 4.487 -2.652 -0.01 0.00 0.02 -0.062
C 1.965 5.845 -2.431 0.01 -0.02 -0.02 -0.692
Cl 2.762 6.859 -3.615 -0.01 0.01 0.02 0.580
N 1.348 2.211 -1.994 -0.22 0.65 -0.15 0.080
C 1.162 1.847 -3.263 0.06 -0.25 -0.04 -0.524
O 0.633 2.473 -4.203 0.07 0.02 0.00 -0.034
C 1.669 0.446 -3.610 -0.08 0.02 0.15 -0.214
C 1.218 -0.155 -4.783 0.05 0.04 0.05 -0.035
C 1.656 -1.429 -5.092 -0.01 0.00 -0.03 -0.073
C 2.541 -2.060 -4.229 0.08 0.04 -0.06 -0.087
C 2.943 -1.377 -3.093 0.01 0.09 -0.01 -0.142
N 2.527 -0.151 -2.785 0.01 -0.05 -0.04 0.138
H 0.360 5.948 0.518 0.00 -0.02 -0.01 0.107
H -3.372 3.333 2.030 -0.01 0.00 0.00 0.094
H -3.974 2.269 4.219 0.01 0.00 0.00 0.096
H -2.107 1.545 5.737 -0.01 0.00 -0.01 0.090
H 0.226 1.926 4.982 -0.02 0.00 0.01 0.097
H 2.322 4.091 -3.562 0.00 -0.01 0.00 0.105
H 0.529 0.400 -5.405 0.00 -0.01 -0.01 0.106
H 1.304 -1.931 -5.987 0.01 -0.02 0.00 0.098
H 2.892 -3.067 -4.410 0.00 0.08 -0.03 0.091
H 3.616 -1.848 -2.381 0.00 0.01 0.00 0.108
C -1.178 -3.321 1.342 0.07 -0.13 0.01 -0.294
P -0.290 -1.699 1.346 -0.34 0.49 0.21 0.889
C -1.584 -0.879 2.471 0.06 -0.07 0.02 -0.287
C 0.950 -1.878 2.705 0.07 0.01 -0.13 -0.387
C 1.031 -3.017 3.496 0.01 -0.01 0.01 -0.108
C 1.907 -3.089 4.575 -0.05 -0.02 -0.03 -0.111
C 2.712 -2.004 4.876 0.03 0.03 0.00 -0.115
C 2.658 -0.867 4.078 0.05 -0.02 -0.02 -0.103
C 1.806 -0.791 2.981 -0.11 -0.01 0.01 -0.363
P 1.681 0.685 1.882 0.14 -0.24 -0.03 0.912
C 2.803 0.107 0.541 0.19 -0.11 0.02 -0.269
C 2.786 1.904 2.678 -0.05 0.06 0.06 -0.293
H -1.772 -3.448 2.251 0.00 -0.03 0.00 0.030
H -0.499 -4.161 1.220 0.03 0.03 -0.05 0.024
H -1.854 -3.314 0.483 -0.02 -0.02 0.01 0.019
H -1.588 -1.295 3.484 -0.05 0.00 0.00 0.031
H -2.575 -1.026 2.030 0.00 0.03 0.00 0.012
H -1.403 0.196 2.531 0.03 -0.02 0.00 -0.004
H 0.395 -3.865 3.271 0.03 -0.01 0.03 0.088
H 1.949 -3.990 5.177 0.01 0.00 0.00 0.088
H 3.391 -2.042 5.721 0.00 0.00 0.00 0.087
H 3.304 -0.028 4.309 0.00 -0.01 0.02 0.081
H 3.800 -0.116 0.933 0.01 0.01 -0.01 0.046
H 2.881 0.849 -0.258 -0.06 0.04 0.04 0.024
H 2.402 -0.813 0.106 -0.04 0.02 0.02 0.006
H 3.798 1.521 2.828 0.01 0.01 0.00 0.028
H 2.361 2.251 3.620 0.01 -0.01 0.01 0.017
H 2.817 2.763 2.006 -0.03 0.00 -0.02 0.038
F 4.427 -5.293 0.095 0.00 -0.01 0.01 0.007
C 3.311 -4.675 -0.404 0.06 0.00 0.04 -0.294
C 2.614 -3.774 0.371 0.04 -0.07 -0.02 -0.081
C 1.479 -3.111 -0.117 -0.08 0.08 0.00 -0.106
C 1.085 -3.416 -1.436 0.12 -0.11 -0.03 -0.181
C 1.808 -4.358 -2.166 -0.02 -0.06 0.01 -0.259
F 1.456 -4.688 -3.453 -0.09 -0.08 0.03 0.005
C 2.935 -5.001 -1.692 -0.05 0.05 0.01 0.020
C -0.087 -2.765 -2.100 -0.13 -0.10 0.05 -0.224
C -1.010 -3.566 -2.784 0.06 -0.02 0.03 -0.026
C -2.051 -2.984 -3.479 -0.04 0.01 -0.02 -0.080
C -2.152 -1.603 -3.484 -0.04 0.14 0.00 -0.079
C -1.226 -0.880 -2.750 0.07 -0.16 -0.13 -0.167
N -0.232 -1.434 -2.055 0.08 -0.03 -0.01 0.150
H 2.983 -3.592 1.380 -0.03 0.02 0.00 0.092
H 3.485 -5.704 -2.299 0.00 0.00 0.00 0.114
H -0.884 -4.639 -2.770 -0.01 -0.02 -0.01 0.109
H -2.765 -3.597 -4.017 0.00 -0.01 0.00 0.096
H -2.932 -1.083 -4.024 0.00 -0.02 -0.01 0.101
H -1.291 0.203 -2.736 0.05 -0.01 0.02 0.107
N -6.809 0.907 -0.068 0.01 0.00 -0.01 0.087
C -5.426 0.816 -0.240 -0.02 -0.01 -0.01 -0.331
C -4.619 1.946 -0.231 0.04 0.01 -0.01 -0.018
C -3.247 1.801 -0.367 -0.07 0.05 -0.16 -0.108
N -2.639 0.623 -0.510 0.07 0.13 0.02 0.086
C -3.423 -0.454 -0.521 0.08 -0.08 0.14 -0.164
C -4.798 -0.420 -0.386 0.03 0.02 -0.01 -0.024
H -7.194 1.807 -0.305 0.00 0.01 0.00 0.081
H -7.330 0.153 -0.486 0.00 -0.01 0.01 0.079
H -5.036 2.941 -0.123 -0.02 -0.02 0.00 0.113
H -2.630 2.694 -0.378 0.04 -0.04 0.02 0.096
H -2.919 -1.409 -0.635 0.01 0.01 0.00 0.095
H -5.366 -1.344 -0.391 -0.02 0.02 0.00 0.104
```
Positions in Å, forces in eV/Å.